# 1
Here is a structure of composition C12H40BrF3GaO11 from OMol25. Energies are from ωB97M-V/def2-TZVPD.

```
68
Properties=species:S:1:pos:R:3:nbo_charge:R:1
O 0.79 -2.05 -0.58 -0.496
O 1.16 -1.39 -1.79 -0.317
C 2.25 -0.47 -1.53 -0.560
Ga 1.56 1.41 -1.15 1.044
Br 1.64 1.98 1.22 -0.594
C -0.30 1.59 -1.96 -0.911
C -1.41 1.33 -0.98 0.005
O -1.02 0.39 -0.01 -0.715
C -2.66 0.82 -1.67 0.959
F -3.18 1.72 -2.54 -0.338
F -2.46 -0.35 -2.34 -0.339
F -3.65 0.53 -0.76 -0.364
H 0.35 -1.38 -0.03 0.491
H 2.83 -0.46 -2.44 0.183
H 2.87 -0.89 -0.75 0.177
H 2.49 2.48 -1.89 -0.337
H -0.42 2.57 -2.40 0.217
H -0.36 0.87 -2.77 0.219
H -1.71 2.27 -0.52 0.192
H -1.35 0.65 0.85 0.491
C -5.44 0.76 1.83 -0.247
O -5.12 1.10 3.18 -0.722
H -4.59 0.22 1.42 0.197
H -6.32 0.11 1.80 0.155
H -5.62 1.65 1.23 0.162
H -5.86 1.58 3.55 0.455
C 6.28 1.53 -2.96 -0.244
O 5.06 1.43 -2.26 -0.696
H 6.16 2.31 -3.71 0.177
H 7.11 1.82 -2.30 0.151
H 6.54 0.60 -3.47 0.151
H 5.16 0.75 -1.60 0.464
C 0.84 5.49 1.54 -0.261
O 0.02 5.15 0.42 -0.714
H 1.59 4.72 1.66 0.218
H 1.34 6.45 1.36 0.163
H 0.24 5.56 2.45 0.143
H -0.64 5.84 0.32 0.446
C -0.04 -2.28 3.19 -0.244
O -0.61 -1.92 1.94 -0.748
H 0.76 -1.57 3.39 0.188
H -0.78 -2.23 3.99 0.147
H 0.38 -3.29 3.16 0.163
H -1.31 -2.55 1.76 0.487
C -0.63 -4.94 0.35 -0.263
O -0.99 -4.44 1.65 -0.750
H -0.51 -4.08 -0.31 0.224
H 0.31 -5.49 0.40 0.178
H -1.41 -5.59 -0.04 0.152
H -1.08 -5.20 2.23 0.467
C 1.45 7.79 -1.92 -0.248
O 1.63 8.22 -0.58 -0.721
H 2.28 7.12 -2.16 0.196
H 0.52 7.23 -2.03 0.169
H 1.46 8.63 -2.62 0.149
H 0.90 8.80 -0.35 0.455
C 2.54 -7.92 1.48 -0.248
O 1.15 -7.88 1.17 -0.723
H 2.74 -7.13 2.20 0.188
H 2.82 -8.88 1.92 0.156
H 3.15 -7.74 0.59 0.166
H 0.97 -8.57 0.53 0.462
C -3.21 -2.59 0.28 -0.253
O -3.87 -2.62 -0.99 -0.741
H -3.43 -3.52 0.79 0.173
H -2.13 -2.50 0.14 0.178
H -3.57 -1.76 0.88 0.158
H -3.67 -1.80 -1.44 0.479
```

The HOMO energy comes out at -4.4 eV. For the energy above the lowest of the compared OMol25 structures with the same formula, charge and spin, the calculation gives 0.0 kJ/mol. The calculated total energy comes out at -6107.09496 Ha. Its charge is -1. For the gap between HOMO and LUMO, the calculation gives 6.7 eV.

=====

# 2
Here is a structure of composition C12H40ClGaN6O3P3 at a distorted geometry from OMol25. Energies are from ωB97M-V/def2-TZVPD.

```
66
Properties=species:S:1:pos:R:3:nbo_charge:R:1
O 5.30 0.96 5.17 -1.008
P 6.90 1.65 5.46 0.496
Cl 7.65 2.38 3.61 -0.399
Ga 6.55 3.40 7.01 0.312
H 4.97 1.20 4.25 0.480
H 7.76 3.55 8.08 -0.290
H 6.28 4.83 6.33 -0.300
H 5.18 3.01 7.79 -0.285
O 1.94 1.24 1.72 -0.838
P 2.08 -0.13 1.02 2.176
N 3.60 -0.40 1.72 -0.797
C 4.83 -0.91 1.12 -0.408
C 3.52 -0.91 3.09 -0.433
N 2.19 0.63 -0.54 -0.833
C 3.45 1.13 -1.07 -0.407
C 1.20 1.71 -0.74 -0.400
N 2.23 -1.71 0.21 -0.712
C 2.78 -1.99 -1.12 -0.409
C 0.92 -2.38 0.30 -0.432
H 4.79 -1.99 0.96 0.161
H 5.69 -0.70 1.76 0.218
H 5.08 -0.42 0.18 0.195
H 3.24 -1.97 3.10 0.154
H 2.77 -0.36 3.67 0.219
H 4.47 -0.79 3.63 0.230
H 3.98 1.77 -0.34 0.192
H 3.30 1.72 -1.98 0.194
H 4.11 0.33 -1.38 0.183
H 1.52 2.65 -0.27 0.183
H 0.23 1.44 -0.31 0.207
H 1.04 1.90 -1.80 0.181
H 2.21 -1.52 -1.92 0.198
H 2.76 -3.07 -1.31 0.199
H 3.83 -1.72 -1.20 0.207
H 0.19 -1.88 -0.36 0.179
H 0.54 -2.33 1.32 0.195
H 0.98 -3.44 0.03 0.193
O -2.25 0.33 -1.47 -0.847
P -3.74 -0.05 -1.30 2.182
N -3.51 -1.55 -2.06 -0.796
C -4.31 -2.21 -3.07 -0.405
C -2.96 -2.57 -1.17 -0.419
N -4.23 1.19 -2.40 -0.833
C -4.24 0.98 -3.85 -0.407
C -3.54 2.48 -2.18 -0.399
N -5.46 -0.49 -1.10 -0.711
C -6.57 -0.19 -1.99 -0.410
C -5.86 -0.07 0.26 -0.430
H -5.22 -2.66 -2.65 0.168
H -3.75 -3.02 -3.55 0.201
H -4.58 -1.56 -3.90 0.199
H -3.73 -2.95 -0.49 0.164
H -2.14 -2.16 -0.56 0.216
H -2.53 -3.42 -1.72 0.199
H -3.29 0.56 -4.21 0.186
H -4.42 1.92 -4.39 0.200
H -5.06 0.35 -4.16 0.183
H -2.54 2.49 -2.63 0.189
H -3.43 2.69 -1.11 0.200
H -4.11 3.31 -2.61 0.185
H -6.75 0.89 -2.11 0.200
H -7.50 -0.62 -1.60 0.206
H -6.46 -0.65 -2.97 0.203
H -5.92 1.02 0.33 0.177
H -5.13 -0.42 0.99 0.199
H -6.83 -0.50 0.55 0.199
```

The HOMO energy comes out at -3.5 eV. The calculated total energy comes out at -4444.22372 Ha. Its charge is -1. For the gap between HOMO and LUMO, the calculation gives 2.9 eV.

=====

# 3
Here is a structure of composition C12H40N14O14Zn2 at a distorted geometry from OMol25. Energies are from ωB97M-V/def2-TZVPD.

```
82
Properties=species:S:1:pos:R:3:mulliken_spin:R:1
Zn 24.90 4.63 -18.32 2.031
Zn 29.71 6.35 -16.77 -0.022
C 27.08 5.73 -18.22 -0.122
O 26.00 6.33 -18.26 -0.253
O 28.18 6.22 -18.05 -0.058
O 26.90 4.55 -18.46 -0.507
C 28.17 6.51 -14.02 0.004
O 28.51 6.25 -15.13 -0.001
N 26.85 6.64 -13.69 0.006
N 28.95 6.68 -13.00 0.000
H 26.75 6.95 -12.74 0.000
H 26.13 6.17 -14.22 0.002
H 28.57 7.27 -12.27 0.000
H 29.89 6.30 -13.00 0.000
C 31.22 6.49 -19.52 -0.001
O 30.89 6.24 -18.36 -0.004
N 30.50 7.02 -20.43 0.000
N 32.43 6.73 -19.88 0.000
H 31.01 7.39 -21.22 0.000
H 29.59 7.35 -20.16 0.001
H 33.15 6.86 -19.18 0.000
H 32.57 6.85 -20.87 0.000
C 28.95 1.46 -19.03 0.040
O 29.95 2.01 -18.49 -0.002
N 28.99 0.27 -19.52 -0.004
N 27.72 1.91 -18.97 -0.013
H 29.77 -0.37 -19.57 0.000
H 28.04 0.15 -19.86 -0.001
H 27.41 2.75 -18.51 -0.025
H 27.01 1.24 -19.22 0.003
C 25.52 3.66 -15.67 0.156
O 24.95 4.43 -16.37 -0.198
N 26.76 3.41 -15.64 -0.015
N 24.95 3.00 -14.75 -0.013
H 27.43 3.94 -16.18 0.010
H 27.09 2.85 -14.86 0.006
H 25.45 2.37 -14.13 0.003
H 23.97 3.18 -14.58 0.011
C 28.65 4.80 -21.93 0.002
O 29.20 5.13 -22.93 0.000
N 28.95 3.76 -21.20 -0.003
N 27.78 5.53 -21.36 -0.003
H 29.70 3.23 -21.63 0.001
H 28.45 3.55 -20.35 0.012
H 27.29 5.27 -20.52 0.002
H 27.62 6.44 -21.76 0.000
C 22.77 8.61 -18.28 0.019
O 22.92 9.03 -19.42 -0.001
N 21.75 8.90 -17.50 0.000
N 23.59 7.75 -17.76 0.008
H 21.75 8.52 -16.56 0.000
H 21.12 9.55 -17.94 0.000
H 23.68 7.81 -16.76 0.005
H 24.36 7.40 -18.32 -0.004
C 24.21 4.87 -21.56 0.107
O 24.64 4.80 -20.39 -0.153
N 23.02 5.38 -21.93 -0.010
N 24.87 4.72 -22.64 -0.001
H 22.72 5.48 -22.89 0.001
H 22.37 5.66 -21.20 -0.001
H 25.87 4.85 -22.60 -0.003
H 24.32 4.67 -23.48 0.001
C 31.55 4.85 -15.15 -0.001
C 31.05 3.93 -16.23 -0.001
O 29.74 4.26 -16.81 -0.010
O 31.31 6.15 -15.56 0.001
H 32.58 4.51 -15.03 0.000
H 31.07 4.61 -14.20 0.000
H 30.98 2.90 -15.88 0.001
H 31.71 3.82 -17.10 0.000
H 29.62 3.58 -17.47 0.000
H 32.09 6.67 -15.33 0.000
C 28.14 10.35 -19.84 0.000
C 27.12 9.35 -19.48 0.002
O 27.04 9.08 -18.06 -0.002
O 29.43 9.90 -19.60 0.000
H 28.16 11.13 -19.07 0.000
H 28.03 10.80 -20.83 0.000
H 27.32 8.40 -19.99 0.000
H 26.12 9.73 -19.68 0.000
H 27.46 8.21 -18.07 0.000
H 29.46 9.83 -18.64 0.000
```

The HOMO energy (alpha / beta) comes out at -6.0 / -10.5 eV. The spin multiplicity is 2. The calculated total energy comes out at -5859.75640 Ha. Its expectation value of S² is 0.751. Its charge is +1. For the gap between HOMO and LUMO (alpha / beta), the calculation gives 3.0 / 7.5 eV.

=====

# 4
Here is a cluster of 8 separate species, C12H40N8O8 in total at a distorted geometry from OMol25. Energies are from ωB97M-V/def2-TZVPD.

```
68
Properties=species:S:1:pos:R:3:nbo_charge:R:1
C -13.20 4.93 -5.74 0.795
O -13.94 3.97 -5.53 -0.681
N -12.66 5.73 -4.75 -0.848
N -12.75 5.28 -7.02 -0.858
H -12.30 6.64 -4.90 0.388
H -12.99 5.60 -3.82 0.415
H -11.93 5.87 -7.19 0.398
H -13.03 4.65 -7.72 0.397
C -22.79 2.02 -5.00 0.774
O -22.72 1.21 -5.93 -0.662
N -23.77 2.92 -4.80 -0.838
N -21.78 2.19 -4.07 -0.863
H -23.41 3.79 -4.40 0.394
H -24.27 3.11 -5.66 0.388
H -21.84 2.74 -3.24 0.398
H -21.11 1.45 -4.05 0.397
C -17.80 4.02 0.76 0.784
O -17.59 3.91 1.96 -0.654
N -18.20 5.25 0.14 -0.898
N -17.69 2.96 -0.16 -0.870
H -18.04 6.12 0.63 0.394
H -18.14 5.27 -0.89 0.427
H -18.16 3.11 -1.03 0.413
H -17.86 2.01 0.18 0.382
C -17.74 4.50 -3.80 0.793
O -18.22 4.61 -2.64 -0.773
N -16.42 4.48 -4.01 -0.830
N -18.49 4.44 -4.95 -0.851
H -15.98 4.46 -4.90 0.419
H -15.91 4.09 -3.26 0.419
H -18.07 4.01 -5.77 0.423
H -19.48 4.44 -4.97 0.404
C -14.95 6.88 -2.00 -0.639
C -14.51 5.82 -1.02 -0.077
O -14.15 4.61 -1.71 -0.737
H -15.30 7.74 -1.44 0.217
H -15.83 6.57 -2.61 0.237
H -14.13 7.27 -2.63 0.191
H -15.34 5.61 -0.36 0.176
H -13.67 6.14 -0.43 0.160
H -13.90 4.08 -0.96 0.474
C -14.98 2.31 -8.01 -0.645
C -16.20 3.27 -7.93 -0.055
O -17.09 2.80 -6.90 -0.752
H -14.56 2.28 -7.07 0.239
H -14.25 2.65 -8.72 0.206
H -15.30 1.29 -8.25 0.200
H -16.74 3.43 -8.85 0.169
H -15.90 4.27 -7.55 0.172
H -17.01 1.85 -6.84 0.478
C -17.52 -0.31 -3.76 -0.641
C -17.65 1.07 -3.07 -0.074
O -18.82 1.11 -2.25 -0.728
H -17.61 -1.04 -2.94 0.201
H -16.58 -0.47 -4.33 0.214
H -18.40 -0.54 -4.38 0.217
H -17.83 1.89 -3.79 0.180
H -16.74 1.38 -2.57 0.172
H -18.66 0.58 -1.47 0.461
C -22.53 4.20 -0.98 -0.644
C -21.86 5.35 -1.79 -0.071
O -21.48 4.91 -3.16 -0.762
H -23.50 3.95 -1.40 0.209
H -22.73 4.54 0.02 0.221
H -21.88 3.32 -0.99 0.206
H -20.90 5.66 -1.36 0.190
H -22.60 6.12 -1.98 0.179
H -20.66 4.46 -3.02 0.477
```

The HOMO energy comes out at -9.4 eV. For the energy above the lowest of the compared OMol25 structures with the same formula, charge and spin, the calculation gives 17.9 kJ/mol. Its SMILES is NC(N)=O.NC(N)=O.NC(N)=O.NC(N)=O.CCO.CCO.CCO.CCO. The calculated total energy comes out at -1521.30876 Ha. For the gap between HOMO and LUMO, the calculation gives 9.8 eV.

=====

# 5
Here is a structure of composition C12H40NO12 at a distorted geometry from OMol25. Energies are from ωB97M-V/def2-TZVPD.

```
65
Properties=species:S:1:pos:R:3:nbo_charge:R:1
N -0.63 -0.51 0.58 -1.064
H 0.16 -0.49 -0.04 0.421
H -0.13 -0.50 1.47 0.411
H -1.14 -1.37 0.48 0.376
H -1.18 0.33 0.45 0.404
C 3.19 -0.03 -0.71 -0.126
C 2.18 -0.40 0.32 -0.090
O 1.06 -1.03 -0.24 -0.709
O 3.86 -1.18 -1.20 -0.731
H 3.90 0.69 -0.32 0.166
H 2.63 0.44 -1.53 0.203
H 1.93 0.55 0.80 0.242
H 2.60 -0.97 1.15 0.156
H 1.33 -1.88 -0.60 0.518
H 4.47 -0.78 -1.83 0.473
C 0.71 -0.47 -2.73 -0.190
C -0.24 -0.40 -3.89 -0.107
O -1.28 0.56 -3.79 -0.698
O 1.30 0.87 -2.46 -0.745
H 1.55 -1.16 -2.77 0.223
H 0.14 -0.69 -1.83 0.271
H -0.77 -1.34 -4.03 0.210
H 0.26 -0.18 -4.83 0.189
H -0.92 1.45 -3.90 0.477
H 1.85 1.11 -3.21 0.505
C -2.61 -2.20 1.12 -0.129
C -1.50 -3.00 0.38 -0.134
O -1.00 -2.30 -0.76 -0.762
O -2.21 -1.30 2.06 -0.719
H -3.33 -2.86 1.61 0.191
H -3.16 -1.60 0.39 0.201
H -1.91 -3.98 0.15 0.221
H -0.59 -3.16 0.96 0.181
H -1.22 -2.74 -1.58 0.493
H -2.95 -0.71 2.21 0.485
C 0.28 0.28 4.00 -0.085
C 0.62 -1.02 3.26 -0.106
O 0.84 -0.66 1.88 -0.690
O -0.14 -0.12 5.29 -0.695
H -0.43 1.01 3.61 0.186
H 1.21 0.83 4.13 0.160
H -0.15 -1.80 3.30 0.212
H 1.54 -1.47 3.62 0.179
H 1.38 -1.38 1.55 0.512
H 0.65 -0.50 5.68 0.464
C -1.77 1.73 -0.86 -0.112
C -2.15 0.41 -1.58 -0.144
O -3.45 0.14 -1.12 -0.705
O -1.52 1.49 0.57 -0.760
H -2.52 2.52 -0.89 0.187
H -0.85 2.19 -1.25 0.141
H -1.39 -0.36 -1.46 0.166
H -2.25 0.74 -2.61 0.242
H -3.35 0.28 -0.18 0.452
H -0.83 2.10 0.84 0.426
C 0.98 2.39 -0.72 -0.099
C 0.93 3.01 0.68 -0.108
O -0.33 2.76 1.30 -0.604
O 0.78 0.99 -0.78 -0.784
H 1.97 2.54 -1.15 0.184
H 0.22 2.84 -1.36 0.178
H 1.26 4.05 0.58 0.209
H 1.76 2.58 1.24 0.178
H -0.34 3.01 2.23 0.522
H 0.67 0.67 -1.68 0.482
```

The HOMO energy comes out at -10.5 eV. For the energy above the lowest of the compared OMol25 structures with the same formula, charge and spin, the calculation gives 2588.2 kJ/mol. The calculated total energy comes out at -1437.58714 Ha. Its charge is +1. For the gap between HOMO and LUMO, the calculation gives 8.1 eV.

=====

# 6
Here is a structure of composition C12H42BaF3NO10 at a distorted geometry from OMol25. Energies are from ωB97M-V/def2-TZVPD.

```
69
Properties=species:S:1:pos:R:3:nbo_charge:R:1
N -4.89 0.01 -4.02 -0.858
H -4.58 0.04 -4.98 0.449
H -5.74 -0.49 -3.84 0.462
H -4.94 0.98 -3.74 0.472
H -4.24 -0.39 -3.35 0.466
Ba -0.96 -4.41 -6.72 1.491
C -1.21 -1.05 0.38 0.262
O -2.12 0.00 0.50 -0.534
O -1.32 -1.45 -0.97 -0.647
C 0.21 -0.67 0.91 0.939
F 0.98 -1.70 1.00 -0.305
F 0.99 0.26 0.20 -0.356
F 0.06 -0.14 2.09 -0.309
C -2.88 0.19 1.71 -0.079
C -4.32 -0.33 1.57 -0.637
H -4.73 -0.07 2.54 0.222
H -5.01 0.04 0.81 0.200
H -4.33 -1.42 1.59 0.201
H -2.95 1.28 1.72 0.191
H -2.46 -0.11 2.67 0.198
H -1.53 -1.87 1.03 0.169
C 5.35 -0.78 7.31 -0.236
O 5.47 -1.37 8.53 -0.708
H 5.98 0.11 7.23 0.157
H 5.61 -1.41 6.47 0.145
H 4.31 -0.49 7.11 0.174
H 6.40 -1.41 8.77 0.468
C 0.63 5.17 4.30 -0.252
O 1.06 6.53 4.29 -0.732
H -0.19 5.07 5.01 0.184
H 0.41 4.91 3.27 0.163
H 1.36 4.49 4.75 0.166
H 1.98 6.61 4.01 0.471
C 8.13 -3.81 -1.96 -0.261
O 9.21 -4.60 -1.42 -0.706
H 7.27 -4.21 -2.49 0.154
H 7.67 -3.25 -1.14 0.163
H 8.40 -3.03 -2.67 0.176
H 9.03 -4.70 -0.48 0.473
C 1.02 3.21 -5.59 -0.261
O 0.32 3.03 -6.83 -0.715
H 0.77 2.56 -4.76 0.161
H 2.09 3.05 -5.72 0.175
H 0.82 4.21 -5.23 0.192
H -0.09 2.16 -6.86 0.448
C 1.02 -8.13 -1.30 -0.248
O 2.39 -8.39 -1.52 -0.719
H 0.66 -7.52 -2.12 0.130
H 0.44 -9.03 -1.09 0.196
H 0.89 -7.64 -0.33 0.174
H 2.90 -7.59 -1.36 0.468
C -9.34 -4.61 -0.51 -0.240
O -9.23 -4.03 -1.73 -0.726
H -8.55 -5.36 -0.39 0.158
H -9.30 -3.81 0.23 0.177
H -10.34 -5.05 -0.59 0.177
H -8.68 -4.60 -2.27 0.454
C 5.35 5.03 1.31 -0.247
O 5.47 6.27 1.95 -0.717
H 4.62 5.12 0.50 0.150
H 6.25 4.80 0.73 0.165
H 5.00 4.25 1.99 0.182
H 6.14 6.76 1.46 0.468
C -3.47 5.49 -1.80 -0.258
O -4.53 4.85 -2.57 -0.755
H -3.13 6.30 -2.44 0.175
H -3.72 5.86 -0.80 0.184
H -2.62 4.82 -1.72 0.181
H -5.26 5.46 -2.65 0.473
```

The HOMO energy comes out at -11.5 eV. The calculated total energy comes out at -1613.61821 Ha. Its charge is +2. For the gap between HOMO and LUMO, the calculation gives 2.2 eV.

=====

# 7
Here is a cluster of 9 separate species, C12H42INO12 in total at a distorted geometry from OMol25. Energies are from ωB97M-V/def2-TZVPD.

```
68
Properties=species:S:1:pos:R:3:nbo_charge:R:1
O -1.20 -1.65 -0.78 -0.759
H -1.02 -2.47 -0.31 0.588
H -2.04 -1.29 -0.49 0.575
H -0.45 -1.05 -0.81 0.585
O 3.69 -4.93 -2.19 -0.758
H 3.51 -4.94 -3.13 0.561
H 4.06 -4.09 -1.92 0.573
H 2.89 -5.08 -1.67 0.581
I 3.87 0.32 -2.09 -0.980
O 0.69 -5.35 0.40 -1.372
H 1.03 -6.16 0.82 0.407
C 0.98 4.66 2.47 -0.629
C 0.37 5.98 1.81 -0.062
C 0.87 7.19 2.65 -0.074
O 0.52 8.38 1.92 -0.553
C 1.25 9.52 2.42 -0.259
N 0.50 5.98 0.31 -0.810
H 0.59 3.73 2.05 0.219
H 0.73 4.57 3.52 0.214
H 2.06 4.75 2.36 0.208
H -0.69 6.10 2.00 0.172
H 1.94 7.19 2.87 0.162
H 0.31 7.14 3.58 0.169
H 0.77 10.43 2.06 0.194
H 2.33 9.61 2.29 0.178
H 1.02 9.53 3.48 0.165
H 0.72 6.93 0.04 0.364
H 1.40 5.54 0.26 0.342
C -4.56 2.78 -1.99 -0.106
C -5.27 1.46 -1.68 -0.089
O -4.71 0.85 -0.49 -0.749
O -3.18 2.67 -2.38 -0.730
H -4.74 3.60 -1.29 0.179
H -5.07 3.12 -2.89 0.178
H -5.17 0.69 -2.44 0.192
H -6.34 1.61 -1.56 0.177
H -4.69 1.48 0.22 0.466
H -2.62 3.23 -1.84 0.482
C -1.26 -10.31 1.80 -0.088
C -1.15 -9.48 3.10 -0.086
O -1.47 -8.14 3.01 -0.709
O -0.46 -9.82 0.78 -0.738
H -2.23 -10.64 1.42 0.165
H -0.86 -11.26 2.14 0.170
H -0.13 -9.55 3.49 0.162
H -1.89 -10.06 3.65 0.172
H -0.89 -7.79 2.32 0.471
H -0.74 -9.02 0.33 0.480
C -0.76 1.74 -7.90 -0.084
C 0.75 1.70 -8.15 -0.085
O 1.11 2.28 -9.44 -0.749
O -1.06 0.83 -6.88 -0.704
H -1.19 1.36 -8.82 0.182
H -1.07 2.75 -7.63 0.162
H 0.91 0.63 -8.24 0.162
H 1.44 2.09 -7.40 0.173
H 2.04 2.50 -9.52 0.476
H -1.02 1.39 -6.11 0.467
C 3.34 -2.54 5.40 -0.104
C 1.87 -2.32 5.40 -0.095
O 1.26 -2.24 4.17 -0.727
O 4.04 -1.73 4.40 -0.708
H 3.61 -3.59 5.27 0.169
H 3.62 -2.29 6.42 0.176
H 1.63 -1.31 5.74 0.170
H 1.33 -3.00 6.06 0.170
H 1.54 -2.93 3.57 0.479
H 3.29 -1.29 4.00 0.469
```

The HOMO energy comes out at -6.6 eV. The calculated total energy comes out at -1737.27826 Ha. For the gap between HOMO and LUMO, the calculation gives 4.9 eV.